Formula: C47H51N4O
Source: the Open Molecules 2025 dataset
Level of theory: ωB97M-V/def2-TZVPD

```
103
Properties=species:S:1:pos:R:3
C 5.646 -4.813 2.476
C 4.197 -4.747 2.964
C 3.973 -3.563 3.900
N 4.488 -2.304 3.338
C 3.729 -1.234 3.252
C 4.212 0.029 2.743
C 4.963 0.125 1.541
C 5.373 1.366 1.065
C 5.043 2.531 1.771
C 4.319 2.449 2.971
C 3.900 1.216 3.452
C 5.934 -2.369 3.058
C 6.239 -3.469 2.048
H 6.251 -5.199 3.307
H 5.725 -5.529 1.653
H 3.493 -4.696 2.121
H 3.966 -5.659 3.524
H 2.914 -3.432 4.142
H 4.540 -3.756 4.821
H 2.713 -1.309 3.690
H 5.226 -0.783 0.985
H 5.949 1.416 0.135
H 5.319 3.505 1.362
H 4.088 3.356 3.533
H 3.354 1.116 4.392
H 6.343 -1.415 2.708
H 6.431 -2.632 4.006
H 7.326 -3.572 1.953
H 5.859 -3.184 1.056
C 0.260 -4.213 -3.581
C -0.333 -2.908 -3.134
C 0.508 -1.811 -2.979
C 0.010 -0.580 -2.548
C 0.988 0.545 -2.373
C -1.363 -0.493 -2.279
N -1.879 0.709 -1.734
C -1.934 1.939 -2.401
C -1.343 2.212 -3.716
C -0.696 3.458 -3.880
C 0.089 3.690 -5.010
C 0.155 2.734 -6.031
C -0.608 1.560 -5.940
C -1.379 1.306 -4.805
N -2.580 2.817 -1.681
N -2.996 2.134 -0.546
C -3.869 2.824 0.340
C -4.945 3.511 -0.254
C -5.204 3.566 -1.722
C -5.830 4.187 0.585
C -5.674 4.158 1.970
C -6.682 4.848 2.839
C -4.575 3.511 2.533
C -3.611 2.885 1.731
C -2.381 2.409 2.431
C -2.529 0.881 -0.528
C -2.910 -0.085 0.514
O -3.895 0.182 1.247
C -2.159 -1.315 0.795
C -2.914 -2.453 1.369
C -0.746 -1.307 0.730
C -0.008 -0.100 0.804
C 1.386 -0.117 0.741
C 2.063 -1.311 0.516
C 1.367 -2.526 0.516
C -0.016 -2.532 0.652
C -2.245 -1.555 -2.492
C -3.733 -1.474 -2.340
C -1.699 -2.780 -2.886
H -0.522 -4.973 -3.659
H 0.751 -4.099 -4.556
H 1.020 -4.548 -2.863
H 1.579 -1.907 -3.172
H 0.652 1.308 -1.665
H 1.930 0.134 -1.985
H 1.215 1.031 -3.332
H -0.792 4.200 -3.087
H 0.649 4.623 -5.089
H 0.782 2.910 -6.910
H -0.598 0.837 -6.761
H -2.001 0.411 -4.750
H -5.998 4.305 -1.882
H -4.318 3.887 -2.279
H -5.555 2.613 -2.142
H -6.661 4.748 0.152
H -6.491 4.613 3.888
H -6.638 5.936 2.706
H -7.694 4.523 2.573
H -4.435 3.518 3.620
H -2.373 2.873 3.429
H -2.375 1.326 2.612
H -1.454 2.700 1.925
H -2.258 -3.121 1.944
H -3.697 -2.060 2.033
H -3.418 -3.045 0.587
H -0.547 0.838 0.963
H 1.929 0.824 0.848
H 3.140 -1.310 0.358
H 1.902 -3.470 0.401
H -0.576 -3.474 0.659
H -4.164 -2.232 -3.011
H -4.072 -1.731 -1.327
H -4.151 -0.503 -2.631
H -2.369 -3.636 -3.015
```

Properties
LUMO energy: -3.832 eV
Kohn-Sham gap: 4.0080 eV
spin multiplicity: 1
net charge: +1
HOMO level: -0.2881 Eh
energy above the lowest of the compared OMol25 structures with the same formula, charge and spin: 0.000 eV

Mulliken population analysis, charges in e, atoms 1 to 8: -0.795, -0.311, -0.829, 0.256, -0.440, 1.039, 0.037, -1.016

=====

Formula: C4H11NO2
Source: the Open Molecules 2025 dataset
Level of theory: ωB97M-V/def2-TZVPD

```
18
Properties=species:S:1:pos:R:3
C 1.704 -1.338 1.415
C 0.341 -1.134 0.646
N 0.159 0.275 0.320
C 0.184 0.628 -1.007
C 0.970 -0.126 -2.039
O -0.443 1.686 -1.210
H 1.793 -2.381 1.748
H 1.724 -0.829 2.399
H 2.560 -0.840 0.982
H 0.291 -1.773 -0.225
H -0.461 -1.474 1.352
H -0.629 0.680 0.813
H 0.487 0.029 -3.008
H 2.036 0.006 -2.098
H 0.835 -1.268 -1.924
O -2.504 0.335 1.404
H -2.577 1.291 1.193
H -2.600 0.037 0.487
```

Properties
LUMO energy: 0.735 eV
Kohn-Sham gap: 10.1311 eV
SMILES: CCNC(C)=O.O
spin multiplicity: 1
HOMO level: -0.3453 Eh
energy above the lowest of the compared OMol25 structures with the same formula, charge and spin: 1.110 eV

Mulliken population analysis, charges in e, atoms 1 to 8: -1.219, -0.332, -0.176, 0.623, -0.964, -0.663, 0.363, 0.315

=====

Formula: CH10N2O3
Source: the Open Molecules 2025 dataset
Level of theory: ωB97M-V/def2-TZVPD

```
16
Properties=species:S:1:pos:R:3
N 0.233 -0.085 1.631
C -1.034 -0.233 0.884
N -0.884 0.361 -0.440
H 0.019 -0.359 2.643
H 0.513 0.986 1.602
H -1.923 0.129 1.322
H 0.134 0.183 -0.701
H 1.280 -1.404 -1.364
H -0.875 1.360 -0.366
O 1.586 -0.289 -1.902
H -1.025 -1.385 0.772
H -1.921 2.646 0.532
O -1.030 2.521 0.812
H 0.714 -3.024 -1.168
H 2.525 -0.230 -2.051
O 0.859 -2.160 -0.768
```

Properties
LUMO energy: -5.315 eV
Kohn-Sham gap: 3.8350 eV
spin multiplicity: 1
HOMO level: -0.3363 Eh
energy above the lowest of the compared OMol25 structures with the same formula, charge and spin: 9.633 eV

Mulliken population analysis, charges in e, atoms 1 to 8: -0.503, -0.326, -0.301, 0.281, 0.308, 0.400, 0.265, 0.419

=====

Formula: C3H3ClF2
Source: the Open Molecules 2025 dataset
Level of theory: ωB97M-V/def2-TZVPD

```
9
Properties=species:S:1:pos:R:3
F 1.316 -1.150 -0.024
C 1.209 0.244 0.031
C -0.293 0.396 -0.143
F -0.746 1.690 -0.021
C -1.196 -0.544 -0.060
Cl -2.922 -0.346 0.002
H 1.816 0.639 -0.815
H 1.589 0.624 1.067
H -0.773 -1.553 -0.037
```

Properties
LUMO energy: 0.893 eV
Kohn-Sham gap: 10.6907 eV
SMILES: FC/C(F)=C/Cl
spin multiplicity: 1
HOMO level: -0.3600 Eh
energy above the lowest of the compared OMol25 structures with the same formula, charge and spin: 0.869 eV

Mulliken population analysis, charges in e, atoms 1 to 8: -0.282, -0.086, 0.205, -0.268, -0.209, -0.141, 0.227, 0.209

=====

Formula: C18H30ClF3N2O3
Source: the Open Molecules 2025 dataset
Level of theory: ωB97M-V/def2-TZVPD

```
57
Properties=species:S:1:pos:R:3
C 3.502 2.859 0.124
C 2.179 2.514 1.029
C 0.913 1.882 0.139
O -0.330 2.519 0.602
C -1.473 2.222 -0.276
C -1.569 2.886 -1.771
C -0.526 4.119 -2.055
C -0.589 5.348 -0.971
F -1.738 6.313 -1.116
C 0.385 5.621 0.122
F -0.162 5.719 1.522
F 1.848 5.797 -0.051
C -1.747 0.573 -0.315
C -2.033 0.445 1.328
N -2.603 1.620 1.836
C -2.924 1.793 3.308
O -2.721 0.727 4.131
O -3.390 3.027 3.961
C -2.795 2.567 0.672
Cl -3.257 4.337 0.968
H 3.327 2.644 -1.036
H 3.828 4.007 0.169
H 4.479 2.258 0.449
H 2.504 1.700 1.838
H 1.861 3.525 1.561
H 1.186 2.083 -0.981
H 0.969 0.722 0.307
H -2.711 3.166 -1.941
H -1.302 2.023 -2.546
H 0.596 3.806 -2.179
H -0.848 4.588 -3.105
H -2.714 0.342 -0.968
H -0.865 -0.096 -0.704
H -1.797 -0.492 1.993
H -3.656 2.081 0.039
C -0.467 -3.151 1.644
C -0.494 -3.722 0.228
N 0.770 -3.565 -0.496
C 0.654 -3.842 -1.932
C 0.293 -5.264 -2.349
C 1.964 -4.115 0.150
C 1.961 -5.600 0.497
H -0.156 -2.100 1.641
H -1.467 -3.204 2.085
H 0.208 -3.713 2.297
H -1.284 -3.188 -0.315
H -0.807 -4.772 0.279
H 1.585 -3.553 -2.435
H -0.106 -3.167 -2.346
H 1.137 -5.946 -2.231
H 0.020 -5.278 -3.410
H -0.560 -5.660 -1.790
H 2.143 -3.552 1.074
H 2.846 -3.900 -0.467
H 1.027 -5.921 0.966
H 2.769 -5.812 1.205
H 2.140 -6.220 -0.383
```

Properties
LUMO energy: -1.809 eV
Kohn-Sham gap: 6.4970 eV
spin multiplicity: 1
HOMO level: -0.3052 Eh

Mulliken population analysis, charges in e, atoms 1 to 8: -0.894, -0.253, -0.133, -0.272, 0.537, -0.753, -0.569, 0.362

=====

Formula: C19H33ClIN2NdO2P2
Source: the Open Molecules 2025 dataset
Level of theory: ωB97M-V/def2-TZVPD

```
61
Properties=species:S:1:pos:R:3
C -6.329 -4.323 -1.864
C -5.421 -4.385 -0.755
H -7.151 -5.067 -1.809
H -5.725 -4.468 -2.774
H -6.730 -3.296 -1.880
O -4.980 -4.770 0.255
I -3.723 -2.034 -1.505
Nd -1.276 -0.664 -0.917
P -2.954 1.070 0.878
C -2.620 1.536 2.611
C -2.874 2.729 0.089
H -3.687 3.358 0.482
H -5.284 1.704 1.250
H -2.976 2.616 -0.999
H -5.111 0.469 -0.057
H -1.587 1.897 2.704
H -1.904 3.202 0.297
C -4.767 0.786 0.936
H -3.313 2.318 2.955
H -4.979 -0.025 1.645
H -2.736 0.647 3.246
P 0.398 -2.839 -2.053
C 1.814 -3.752 -1.328
C -0.530 -4.216 -2.826
H 0.516 -1.481 -4.071
H 1.626 -2.902 -4.157
H 2.057 -1.457 -3.178
C 1.232 -2.100 -3.516
H -1.433 -3.820 -3.304
H 0.105 -4.724 -3.564
H 2.345 -4.323 -2.107
H 1.444 -4.441 -0.556
H -0.835 -4.921 -2.044
H 2.507 -3.037 -0.862
Cl -1.309 0.830 -2.981
C 4.560 1.878 1.967
N 3.554 0.939 1.542
N 2.438 1.307 0.872
C 1.629 0.220 0.763
O 0.491 0.275 0.163
C 2.300 -0.875 1.368
C 3.497 -0.373 1.840
C 4.589 -1.061 2.549
C 2.165 2.668 0.533
C 3.172 3.428 -0.063
C 3.073 4.820 -0.086
C 1.926 5.439 0.424
C 0.863 4.666 0.911
C 0.971 3.272 0.951
H 5.143 2.244 1.118
H 5.219 1.312 2.623
H 4.135 2.720 2.524
H 1.910 -1.880 1.428
H 5.534 -1.025 1.990
H 4.759 -0.652 3.554
H 4.310 -2.116 2.662
H 4.063 2.931 -0.460
H 3.897 5.409 -0.493
H 1.866 6.527 0.438
H -0.046 5.155 1.274
H 0.175 2.656 1.367
```

Properties
LUMO energy (spin up / spin down): -6.852 / -6.846 eV
Kohn-Sham gap (spin up / spin down): 6.8586 / 6.8725 eV
spin multiplicity: 4
net charge: +2
HOMO level (spin up / spin down): -0.5039 / -0.5042 Eh
energy above the lowest of the compared OMol25 structures with the same formula, charge and spin: 0.000 eV
expectation value of S²: 3.754

Mulliken population analysis, charges in e, atoms 1 to 8: -0.796, 0.575, 0.353, 0.361, 0.356, -0.144, -0.201, 0.642

=====

Formula: C25H17AsNO3S5SbTc
Source: the Open Molecules 2025 dataset
Level of theory: ωB97M-V/def2-TZVPD

```
54
Properties=species:S:1:pos:R:3
Tc -0.549 0.242 1.145
S -0.404 4.071 2.222
Sb 0.979 3.065 3.616
S 0.202 0.643 3.111
S -0.256 2.233 0.438
S 2.114 2.990 5.411
O 2.564 4.486 -0.256
S 2.701 3.309 0.502
O 2.627 3.358 1.956
N 1.449 2.133 0.118
C 1.992 0.888 0.091
O 1.255 -0.115 0.265
C 3.429 0.904 -0.107
C 4.268 -0.152 -0.417
C 5.622 0.130 -0.595
C 6.114 1.423 -0.470
C 5.277 2.499 -0.151
C 3.949 2.197 0.023
H 3.882 -1.154 -0.541
H 6.304 -0.673 -0.844
H 7.169 1.609 -0.622
H 5.663 3.505 -0.049
C -7.284 0.288 -0.994
C -6.973 0.435 0.352
C -5.653 0.395 0.778
C -4.672 0.192 -0.185
C -4.955 0.066 -1.543
C -6.282 0.102 -1.939
As -2.849 -0.033 0.340
C -2.651 -0.234 2.238
C -3.042 0.683 3.232
C -2.959 0.307 4.550
C -2.462 -0.966 4.879
C -2.078 -1.882 3.912
C -2.196 -1.537 2.569
C -1.854 -2.376 1.408
C -1.347 -3.674 1.463
C -1.121 -4.363 0.283
C -1.366 -3.773 -0.959
C -1.851 -2.480 -1.042
C -2.125 -1.797 0.144
H -8.318 0.323 -1.310
H -7.760 0.577 1.079
H -5.424 0.502 1.828
H -4.175 -0.057 -2.284
H -6.532 -0.006 -2.986
H -3.396 1.671 2.961
H -3.271 0.981 5.336
H -2.385 -1.245 5.922
H -1.707 -2.853 4.210
H -1.147 -4.153 2.412
H -0.747 -5.377 0.325
H -1.185 -4.336 -1.865
H -2.037 -2.032 -2.010
```

Properties
LUMO energy: -11.222 eV
Kohn-Sham gap: 5.8119 eV
spin multiplicity: 1
net charge: +3
HOMO level: -0.6260 Eh
energy above the lowest of the compared OMol25 structures with the same formula, charge and spin: 0.000 eV

Mulliken population analysis, charges in e, atoms 1 to 8: 0.236, -0.237, 1.251, -0.200, -0.094, -0.261, -0.488, 1.158

=====

Formula: C29H17Br2CrN6O4S3
Source: the Open Molecules 2025 dataset
Level of theory: ωB97M-V/def2-TZVPD

```
62
Properties=species:S:1:pos:R:3
Cr -0.374 -0.571 0.308
N -3.384 2.096 -1.629
C -2.276 1.501 -1.067
S -2.443 0.740 0.457
N -1.154 1.639 -1.732
N -0.135 1.061 -1.032
C 1.036 1.550 -1.142
C 2.079 0.964 -0.316
C 3.396 1.392 -0.358
C 4.325 0.764 0.451
C 3.919 -0.293 1.246
C 2.583 -0.660 1.232
N 1.675 -0.022 0.500
H -4.259 1.684 -1.352
H -3.286 2.292 -2.613
H 1.241 2.389 -1.798
H 3.674 2.197 -1.024
H 5.359 1.086 0.450
H 4.611 -0.829 1.881
H 2.217 -1.479 1.834
S 0.416 2.338 2.311
C 1.201 1.285 3.392
C 2.262 1.769 4.197
C 2.953 0.986 5.099
C 4.017 1.574 5.863
N 4.873 2.058 6.462
C 2.610 -0.370 5.257
C 1.575 -0.873 4.469
C 0.872 -0.100 3.552
S -0.420 -0.940 2.683
C 3.295 -1.215 6.178
N 3.843 -1.901 6.926
H 2.532 2.811 4.084
H 1.309 -1.919 4.568
Br 1.891 -7.941 0.949
C 0.664 -6.499 0.708
C -0.553 -6.752 0.100
C -1.414 -5.690 -0.124
C -1.076 -4.397 0.263
C 0.126 -4.186 0.925
C 1.014 -5.232 1.138
C -2.023 -3.256 -0.100
O -3.030 -3.557 -0.743
O -1.735 -2.089 0.315
H -0.808 -7.755 -0.216
H -2.361 -5.833 -0.628
H 0.369 -3.190 1.269
H 1.966 -5.060 1.622
Br 4.563 -2.795 -1.497
C 3.097 -3.884 -2.031
C 3.365 -5.226 -2.265
C 2.335 -6.076 -2.631
C 1.041 -5.585 -2.738
C 0.786 -4.251 -2.472
C 1.813 -3.372 -2.130
C 1.451 -1.920 -1.866
O 2.071 -1.029 -2.433
O 0.483 -1.819 -1.038
H 4.374 -5.596 -2.148
H 2.542 -7.125 -2.799
H 0.222 -6.246 -2.990
H -0.227 -3.869 -2.493
```

Properties
LUMO energy (spin up / spin down): 3.726 / 3.726 eV
Kohn-Sham gap (spin up / spin down): 5.5840 / 5.5922 eV
spin multiplicity: 4
net charge: -2
HOMO level (spin up / spin down): -0.0683 / -0.0686 Eh
energy above the lowest of the compared OMol25 structures with the same formula, charge and spin: 0.491 eV
expectation value of S²: 3.820

Mulliken population analysis, charges in e, atoms 1 to 8: 0.472, -0.532, 0.581, -0.439, -1.685, 1.376, -1.009, 0.800

=====

Formula: CH4NO3P
Source: the Open Molecules 2025 dataset
Level of theory: ωB97M-V/def2-TZVPD

```
10
Properties=species:S:1:pos:R:3
O 0.235 0.515 1.322
C -0.327 1.254 0.556
N -0.718 0.780 -0.679
P -0.051 -0.834 -1.049
O -0.804 -1.719 0.043
O 1.558 -0.744 -0.446
H -0.313 2.287 0.748
H -1.006 1.294 -1.563
H -0.360 -1.414 0.851
H 1.786 -1.419 0.218
```

Properties
LUMO energy: 0.838 eV
Kohn-Sham gap: 10.2275 eV
SMILES: O=CNP(O)O
spin multiplicity: 1
HOMO level: -0.3451 Eh
energy above the lowest of the compared OMol25 structures with the same formula, charge and spin: 0.671 eV

Mulliken population analysis, charges in e, atoms 1 to 8: -0.520, 0.022, -0.258, 0.232, -0.434, -0.482, 0.453, 0.303

=====

Formula: C23H43N5O5
Source: the Open Molecules 2025 dataset
Level of theory: ωB97M-V/def2-TZVPD

```
76
Properties=species:S:1:pos:R:3
C 1.203 1.996 -1.620
C 1.884 2.212 -0.298
O 2.015 3.321 0.201
N 2.360 1.056 0.417
C 1.385 0.688 1.477
C 2.081 0.042 2.688
C 1.635 -1.400 2.864
C 2.498 -2.176 3.868
C 1.827 -3.399 4.485
C 2.845 -4.486 5.018
C 2.457 -5.693 4.261
N 3.083 -6.927 4.223
C 4.108 -7.078 5.282
C 3.739 -7.124 2.895
C 4.345 -5.937 2.194
O 3.774 -8.233 2.420
N 1.396 -5.538 3.540
C 0.863 -4.168 3.605
C -0.625 -4.068 3.898
O -1.342 -4.646 2.826
N -1.578 -3.658 1.803
O -1.298 -4.061 0.759
H 0.396 1.272 -1.549
H 0.771 2.935 -1.938
H 1.917 1.662 -2.366
H 2.382 0.291 -0.248
H 0.787 1.542 1.762
H 0.699 -0.046 1.051
H 3.151 0.064 2.517
H 1.847 0.636 3.565
H 0.587 -1.461 3.155
H 1.728 -1.885 1.895
H 3.373 -2.538 3.324
H 2.872 -1.512 4.639
H 1.328 -3.081 5.399
H 2.816 -4.590 6.092
H 3.826 -4.180 4.660
H 4.940 -6.390 5.154
H 3.666 -7.012 6.264
H 4.514 -8.078 5.186
H 4.883 -6.273 1.322
H 3.593 -5.228 1.857
H 5.009 -5.397 2.863
H 1.008 -6.286 2.981
H 0.912 -3.836 2.568
H -0.861 -3.006 3.953
H -0.914 -4.539 4.830
C -3.502 6.616 -3.461
C -2.463 5.754 -4.201
C -2.753 5.783 -5.700
C -4.027 5.025 -6.066
C -3.981 3.591 -5.538
C -3.602 3.466 -4.059
N -2.452 4.348 -3.695
O -1.339 3.776 -4.021
C -4.817 3.779 -3.164
C -3.258 2.010 -3.766
C -1.120 6.415 -3.914
H -3.318 7.669 -3.671
H -4.530 6.431 -3.762
H -3.429 6.476 -2.382
H -1.910 5.347 -6.245
H -2.829 6.821 -6.030
H -4.909 5.544 -5.684
H -4.137 5.005 -7.152
H -4.948 3.110 -5.699
H -3.257 3.031 -6.138
H -4.528 3.780 -2.112
H -5.581 3.013 -3.296
H -5.298 4.727 -3.386
H -2.483 1.629 -4.428
H -4.145 1.395 -3.911
H -2.921 1.884 -2.735
H -0.893 6.389 -2.848
H -1.156 7.457 -4.228
H -0.301 5.941 -4.451
```

Properties
LUMO energy (spin up / spin down): -3.869 / -3.869 eV
Kohn-Sham gap (spin up / spin down): 5.8242 / 6.7502 eV
spin multiplicity: 2
net charge: +1
HOMO level (spin up / spin down): -0.3562 / -0.3903 Eh
energy above the lowest of the compared OMol25 structures with the same formula, charge and spin: 0.000 eV
expectation value of S²: 0.754

Mulliken population analysis, charges in e, atoms 1 to 8: -1.116, 0.616, -0.552, -0.351, -0.794, -0.899, -0.546, -1.274